No. 1
Below is a cluster of 2 separate species, C5H13NO2 in total in a non-equilibrium geometry, with properties calculated with ωB97M-V with the def2-TZVPD basis set.

## Properties
Structure (SMILES): CCNCCC=O.O
HOMO energy (eV): -9.442

Positions of all 21 atoms, in Å:
C  -1.1289  -1.2160  -0.4976
N  -1.0375  -0.1069  0.5412
C  -0.3490  1.2213  -0.0027
C  1.1656  0.9598  -0.1793
C  1.3854  0.6184  -1.6137
O  0.5067  0.5556  -2.4198
C  -0.4356  -2.4204  0.0948
H  -2.1438  -1.5093  -0.6026
H  -0.9106  -0.8840  -1.6238
H  -1.9111  0.1727  0.8937
H  -0.4228  2.0041  0.7763
H  -0.7387  1.8505  -0.9357
H  1.8109  1.7486  0.2191
H  1.5541  0.0744  0.3867
H  2.4888  0.5022  -2.0654
H  0.6335  -2.5260  -0.2862
H  -0.5144  -2.2920  1.2527
H  -0.9451  -3.4267  -0.2632
H  -0.3109  -0.0402  3.6159
H  -0.4935  0.6739  2.3336
O  0.1609  0.6222  3.1324

---

No. 2
Below is a cluster of 3 separate species, C5H13NO2 in total in a non-equilibrium geometry, with properties calculated with ωB97M-V with the def2-TZVPD basis set.

## Properties
Structure (SMILES): C=NC(=C)CC.O.O
HOMO energy (eV): -9.093

Positions of all 21 atoms, in Å:
C  -0.9919  -2.8761  1.1752
C  -1.5551  -1.4751  0.8437
C  -0.9812  -0.6184  -0.2701
C  0.3330  -0.4958  -0.4452
C  -1.5895  0.6783  -2.1794
N  -1.8849  0.0434  -1.1332
H  -0.7392  -3.5617  0.3674
H  -0.1035  -2.7725  1.8180
H  -1.7216  -3.3871  1.7941
H  -1.4290  -0.8171  1.7386
H  -2.6072  -1.6908  0.5294
H  1.0478  -0.8201  0.2977
H  0.7848  -0.0336  -1.3123
H  -2.4135  1.1236  -2.7619
H  -0.6231  0.7926  -2.6636
H  6.5286  1.0128  0.1530
H  7.0084  2.4284  0.2632
O  6.9610  1.6029  0.7847
H  -2.5299  2.2710  -0.0038
H  -2.2794  1.8869  1.4585
O  -1.8937  2.3513  0.7144

---

No. 3
Below is a cluster of 2 separate species, C5H13NO2 in total in a non-equilibrium geometry, with properties calculated with ωB97M-V with the def2-TZVPD basis set.

## Properties
Structure (SMILES): CNCCCC=O.O
HOMO energy (eV): -9.072

Positions of all 21 atoms, in Å:
O  1.1461  0.8109  2.4714
C  -0.0118  0.6158  2.1541
C  -0.4206  -0.6801  1.5313
C  -1.3771  -0.5363  0.3157
C  -0.6381  0.0390  -0.8888
C  1.0360  -1.3234  -2.0536
N  -0.4039  -0.9357  -2.0095
H  -0.6711  1.5115  2.1964
H  0.4488  -1.2220  1.1483
H  -0.9451  -1.3141  2.2619
H  -2.2648  0.0254  0.5730
H  -1.8605  -1.5279  0.2257
H  -1.2682  0.7812  -1.3911
H  0.2909  0.4917  -0.5351
H  1.1578  -1.7399  -3.0637
H  1.6821  -0.4568  -1.9948
H  1.3726  -2.1366  -1.4001
H  -0.9014  -1.8061  -1.8653
H  1.1071  2.6798  1.4211
H  1.5259  3.2793  0.0617
O  0.9953  3.4445  0.8412